C37H28F3MnN7 | the ωB97M-V functional and the def2-TZVPD basis

- net charge = +1
- LUMO (spin up / spin down) (eV) = -3.46 / -3.46

```
76
C37H28F3MnN7 | OMol25 | the ωB97M-V functional and the def2-TZVPD basis
Mn 1.664 -0.165 0.098
C 4.207 -1.235 -1.049
N 3.900 -0.447 0.147
C 4.236 -1.025 1.451
C 3.175 -0.626 2.440
N 2.007 -0.117 2.077
C 1.287 0.068 3.241
C 0.003 0.567 3.438
C -0.458 0.618 4.737
C 0.324 0.189 5.813
C 1.601 -0.305 5.632
C 2.072 -0.359 4.330
N 3.263 -0.788 3.782
C 3.257 -0.820 -2.137
N 2.123 -0.189 -1.884
C 1.506 0.010 -3.102
C 0.321 0.668 -3.417
C -0.038 0.708 -4.747
C 0.742 0.103 -5.738
C 1.930 -0.538 -5.442
C 2.310 -0.561 -4.109
N 3.415 -1.069 -3.458
H 4.029 -2.295 -0.825
H 5.250 -1.127 -1.386
H 4.356 0.463 0.059
H 5.227 -0.712 1.814
H 4.235 -2.120 1.369
H -0.592 0.897 2.601
H -1.447 0.999 4.934
H -0.079 0.252 6.812
H 2.204 -0.634 6.463
H 4.037 -1.181 4.293
H -0.273 1.131 -2.644
H -0.943 1.219 -5.039
H 0.410 0.142 -6.763
H 2.533 -0.997 -6.208
H 4.185 -1.551 -3.893
C 1.274 5.251 0.152
C -0.070 4.909 0.109
C -0.461 3.590 0.063
C 0.497 2.558 0.063
C 1.852 2.922 0.107
C 2.232 4.246 0.150
N 0.137 1.227 0.033
N -1.174 1.057 -0.068
C -1.237 -1.354 0.130
C -1.918 -2.598 0.239
C -1.387 -3.862 0.254
C -0.045 -4.370 0.127
C 1.138 -3.704 0.046
C 1.152 -2.286 0.098
H 1.574 6.288 0.184
H -0.819 5.687 0.112
H -1.504 3.317 0.024
H 2.610 2.135 0.101
H 3.280 4.507 0.185
H -2.998 -2.539 0.317
H -2.120 -4.653 0.353
H 0.006 -5.452 0.096
H 2.061 -4.262 -0.053
F -7.998 1.020 -1.351
C -7.531 -0.081 -0.736
F -7.872 -1.121 -1.521
F -8.230 -0.217 0.397
C -6.046 -0.015 -0.513
C -5.514 -0.006 0.769
C -4.141 0.008 0.936
C -3.301 0.019 -0.169
C -3.845 0.042 -1.448
C -5.214 0.023 -1.626
C -1.830 -0.072 -0.006
C 0.170 -1.432 0.119
H -6.165 -0.029 1.628
H -3.715 -0.002 1.928
H -3.188 0.055 -2.305
H -5.640 0.017 -2.618
```

C37H28IrN9O3S | the ωB97M-V functional and the def2-TZVPD basis

- net charge = +2
- 2S+1 = 5
- LUMO (spin up / spin down) (eV) = -6.31 / -8.29
- energy above the lowest of the compared OMol25 structures with the same formula, charge and spin (kJ/mol) = 421.4

```
79
C37H28IrN9O3S | OMol25 | the ωB97M-V functional and the def2-TZVPD basis
Ir -0.453 0.260 -0.267
O 3.766 -3.242 -1.107
C 3.998 -2.265 -2.002
C 4.971 -2.512 -2.975
C 5.278 -1.556 -3.919
C 4.633 -0.319 -3.915
C 3.653 -0.086 -2.973
C 3.288 -1.058 -2.033
C 2.153 -0.817 -1.126
O 1.134 -0.153 -1.570
N 2.186 -1.344 0.080
N 0.990 -1.111 0.690
C 0.665 -1.800 1.720
C -0.735 -1.619 2.099
C -1.144 -1.560 3.471
C -2.214 -0.711 3.777
C -3.018 -0.236 2.778
C -3.203 0.244 0.531
N -1.502 -1.299 1.096
H 3.218 -2.878 -0.388
H 5.485 -3.464 -2.949
H 6.047 -1.761 -4.652
H 4.919 0.453 -4.616
H 3.215 0.901 -2.890
H 1.353 -2.477 2.214
H -0.494 -1.948 4.242
H -2.343 -0.368 4.797
H -4.124 1.012 4.065
H -4.198 0.664 0.446
C -4.898 12.705 2.858
O -5.394 11.464 3.354
C -4.849 10.330 2.882
C -5.364 9.146 3.419
C -4.872 7.932 3.000
C -3.860 7.864 2.036
C -3.354 9.048 1.511
C -3.837 10.278 1.924
C -3.315 6.593 1.570
N -2.322 6.450 0.717
C -2.171 5.105 0.561
C -3.084 4.401 1.336
N -3.799 5.376 1.984
C -3.130 2.963 1.436
C -3.843 2.316 2.451
C -4.014 0.886 2.986
C -2.877 -0.903 1.408
N -2.154 1.005 0.360
C -2.237 2.361 0.506
C -1.206 3.043 -0.174
N -0.240 2.245 -0.738
C 0.765 2.845 -1.361
C 0.848 4.237 -1.482
C -0.099 5.043 -0.895
C -1.153 4.437 -0.194
H -5.461 13.474 3.376
H -5.069 12.790 1.784
H -3.836 12.816 3.082
H -6.144 9.211 4.165
H -5.292 7.038 3.446
H -2.570 9.003 0.767
H -3.425 11.180 1.499
H -4.571 5.251 2.614
H -4.440 2.989 3.055
H -5.010 0.555 2.651
H -3.550 -1.764 1.321
H 1.539 2.196 -1.739
H 1.690 4.659 -2.012
H -0.037 6.122 -0.939
S 1.107 0.954 -4.322
C -0.520 0.388 -4.169
N -0.738 -0.952 -4.229
C -1.967 -1.481 -4.129
C -3.036 -0.626 -4.031
C -2.756 0.738 -4.016
N -1.521 1.238 -4.044
H 0.070 -1.557 -4.339
H -2.039 -2.559 -4.156
H -4.045 -1.005 -3.982
H -3.559 1.466 -3.966
```

Listing F_max for the structures above in their given order: 2.98, 0.41 eV/Å.
Listing M for the structures above in their given order: 682.61, 870.98 g mol⁻¹.